(1)
C5H9CaMgO4 | ωB97M-V/def2-TZVPD

Positions of all 20 atoms, in Å:
1 Ca 2.438 -0.090 1.368
2 Mg -2.405 1.519 0.194
3 O -3.314 -0.248 -0.586
4 O -0.920 0.041 0.549
5 O -0.827 2.482 -0.491
6 O 3.142 -0.643 -0.379
7 C -1.166 -1.154 -0.175
8 C 0.386 0.604 0.319
9 C -4.712 -0.425 -0.780
10 C 0.280 1.908 -0.063
11 C -2.647 -1.427 -0.140
12 H -0.613 -1.997 0.269
13 H -2.889 -2.268 -0.807
14 H 1.211 2.496 -0.131
15 H -5.186 -0.782 0.146
16 H -5.136 0.546 -1.056
17 H -4.885 -1.149 -1.588
18 H 2.396 -0.396 -1.121
19 H -0.822 -1.014 -1.212
20 H -2.990 -1.673 0.878

## Properties
- LUMO (spin up / spin down) (eV) = -0.97 / -0.97
- orbital gap (spin up / spin down) (hartree) = 0.134 / 0.211
- energy relative to the best compared isomer or geometry (same formula, charge and spin) (eV) = 0.000
- highest occupied orbital energy (spin up / spin down) (eV) = -4.6 / -6.7
- E_tot (eV) = -37401.722
- charge = 0
- ⟨S²⟩ = 0.750
- multiplicity = 2



(2)
C5H9Cl2F | ωB97M-V/def2-TZVPD

Positions of all 17 atoms, in Å:
1 Cl 2.884 -1.467 -0.537
2 Cl 2.623 1.565 -0.456
3 F 2.093 -0.044 1.492
4 C 2.063 -0.066 0.119
5 C -0.503 0.017 -0.011
6 C -0.747 0.904 -1.172
7 C -0.767 0.571 1.355
8 C -0.605 -1.465 -0.232
9 H -1.757 1.329 -1.211
10 H -1.783 1.072 1.454
11 H 0.042 1.324 1.511
12 H -0.172 -2.076 0.532
13 H -1.610 -1.771 -0.499
14 H -0.761 -0.210 2.158
15 H -0.973 0.367 -2.165
16 H 0.039 1.715 -1.169
17 H -0.067 -1.764 -1.169

## Properties
- LUMO (spin up / spin down) (eV) = 0.03 / -0.38
- orbital gap (spin up / spin down) (hartree) = 0.306 / 0.275
- energy relative to the best compared isomer or geometry (same formula, charge and spin) (eV) = 3.613
- highest occupied orbital energy (spin up / spin down) (eV) = -8.3 / -7.9
- E_tot (eV) = -33090.082
- charge = 0
- multiplicity = 1